(1)
Density functional theory data (ωB97M-V with the def2-TZVPD basis set) for 2 unconnected molecules or ions with the total composition C5H11NO.

The geometry in XYZ format:
```
18
Properties=species:S:1:pos:R:3:forces:R:3:nbo_charge:R:1
C -1.328804 1.696990 -1.367282 0.430 -1.728 1.762 -0.43
C -1.237604 0.828361 -0.308686 -0.562 1.967 -0.411 -0.20
C -0.285440 -0.241723 -0.059215 0.401 -1.241 -1.933 -0.25
C -0.441322 -1.167007 1.114593 -0.407 0.948 0.813 -0.64
C 0.539747 -0.665189 -1.062909 1.554 -0.010 -0.988 0.10
N 1.711864 -1.455686 -0.953217 -4.236 1.033 1.679 -0.83
H -0.549048 1.618030 -2.119417 -0.592 0.332 -0.420 0.19
H -2.150623 2.410124 -1.351937 0.568 0.079 -0.321 0.21
H -1.811490 1.157540 0.574964 -0.282 -0.738 -0.439 0.20
H 0.398720 -1.267711 1.800029 0.390 -0.194 -0.279 0.21
H -0.794850 -2.110527 0.741635 0.138 -0.731 0.074 0.22
H -1.240590 -0.800311 1.754549 -0.210 0.115 0.075 0.22
H 0.437635 -0.442649 -2.155614 -0.250 0.813 1.262 0.19
H 1.720313 -2.015541 -0.114557 1.258 -0.130 -0.476 0.40
H 2.288311 -1.349710 -1.730572 1.401 -0.848 -0.651 0.40
O 1.275587 1.480161 1.631718 0.300 0.086 2.302 -0.92
H 0.574035 1.135280 1.118013 -0.840 -0.329 -1.904 0.47
H 0.893562 1.189561 2.487913 0.939 0.573 -0.145 0.45
```
Positions in Å, forces in eV/Å.

Calculated values
* SMILES string: C=C/C(C)=C/N.O

=====

(2)
Density functional theory data (ωB97M-V with the def2-TZVPD basis set) for a single C5H11NO molecule.

The geometry in XYZ format:
```
18
Properties=species:S:1:pos:R:3:forces:R:3:nbo_charge:R:1
C -0.830838 0.632686 1.433017 1.493 -0.585 0.365 -0.65
C -0.409888 0.590454 -0.029018 0.285 0.134 0.457 -0.15
C 0.919554 1.313950 -0.244835 0.084 -0.364 0.073 0.44
O 1.607258 1.769327 0.627811 -0.051 0.206 0.096 -0.53
N -0.198171 -0.714617 -0.634240 -0.208 0.254 0.042 -0.45
C 0.488146 -1.663350 0.227633 0.134 0.241 -0.112 -0.42
C -1.286760 -1.274471 -1.418260 0.203 0.129 -0.355 -0.40
H -0.975720 1.629660 1.776930 -0.818 0.974 -0.143 0.23
H 0.050017 0.411734 2.051604 -0.270 -0.658 -0.049 0.22
H -1.660853 -0.026022 1.664156 -0.113 0.046 0.044 0.21
H -1.170168 1.127759 -0.568161 -0.260 0.159 -0.750 0.21
H 1.292593 1.245721 -1.282927 -0.109 0.149 -0.130 0.11
H 0.014303 -1.772880 1.207649 -0.055 -0.130 0.029 0.18
H 0.522286 -2.632049 -0.254272 -0.031 -0.173 -0.135 0.21
H 1.525471 -1.357438 0.384595 -0.033 0.067 0.086 0.20
H -2.108289 -0.574555 -1.580342 -0.060 0.047 0.523 0.20
H -1.640286 -2.190474 -0.948372 -0.361 -0.096 -0.149 0.18
H -0.961943 -1.477918 -2.443970 0.170 -0.399 0.107 0.19
```
Positions in Å, forces in eV/Å.

Calculated values
* SMILES string: C[C@@H](C=O)N(C)C

=====

(3)
Density functional theory data (ωB97M-V with the def2-TZVPD basis set) for 2 unconnected molecules or ions with the total composition C5H11NO.

The geometry in XYZ format:
```
18
Properties=species:S:1:pos:R:3:forces:R:3:nbo_charge:R:1
C 2.921711 0.156122 -0.694090 1.095 -0.372 0.995 -0.43
C 1.906064 0.539052 0.085777 -0.366 0.574 -1.422 -0.19
C 0.716531 -0.208092 0.465198 -0.014 0.595 -0.732 -0.35
C -0.346229 0.480947 0.924582 0.830 -0.382 1.240 0.05
N -1.448971 -0.101895 1.490900 0.028 0.048 0.127 -0.61
C -1.431248 -1.482741 1.875913 -0.908 -0.927 -0.191 -0.41
H 3.655680 0.883378 -1.027113 -0.165 0.082 0.040 0.19
H 3.292834 -0.865577 -0.761471 -0.634 -0.086 -0.382 0.19
H 1.823988 1.623988 0.181075 -0.131 -0.091 0.342 0.18
H 0.580470 -1.183879 0.024065 0.156 -0.465 0.514 0.21
H -0.160895 1.523223 1.181138 -0.471 0.193 -0.339 0.18
H -2.343591 0.350535 1.463375 0.090 0.195 0.066 0.39
H -2.214610 -1.698711 2.611267 -0.024 0.315 -0.116 0.20
H -1.634633 -2.160034 1.036356 0.195 -0.054 0.001 0.18
H -0.503711 -1.800474 2.346661 0.309 0.385 -0.161 0.21
O -1.995601 1.263044 -3.732430 0.051 0.005 -0.034 -0.94
H -1.471262 1.831462 -3.161454 -0.007 0.025 0.069 0.47
H -1.346526 0.849648 -4.309749 -0.036 -0.040 -0.018 0.47
```
Positions in Å, forces in eV/Å.

Calculated values
* SMILES string: C=C/C=C/NC.O

=====

(4)
Density functional theory data (ωB97M-V with the def2-TZVPD basis set) for 2 unconnected molecules or ions with the total composition C5H11NO.

The geometry in XYZ format:
```
18
Properties=species:S:1:pos:R:3:forces:R:3:nbo_charge:R:1
C -1.199620 0.783004 1.837731 -0.585 0.164 -0.396 -0.36
C -1.235407 1.452246 0.673945 2.405 0.650 2.163 -0.22
C -0.306724 1.299510 -0.454347 0.473 -0.648 -1.749 0.15
C -0.251641 2.313864 -1.348860 -0.289 -0.263 0.257 -0.48
N 0.352762 0.069760 -0.654258 -0.151 0.092 0.843 -0.65
C 0.791425 -0.552065 -1.862375 -1.806 -0.105 -1.693 -0.42
H -0.648361 -0.134552 1.984143 -0.068 -0.171 -0.051 0.20
H -1.760438 1.189882 2.686608 0.179 -0.368 -0.309 0.20
H -1.583650 2.465172 0.773363 -0.802 0.153 -0.408 0.20
H 0.016449 2.206155 -2.400892 0.695 0.146 0.551 0.20
H -0.538652 3.281612 -0.953800 -0.706 -0.049 -0.614 0.20
H 0.918556 -0.321919 0.081937 -0.656 0.440 0.683 0.38
H 0.180296 -0.261771 -2.738294 0.124 0.413 0.460 0.20
H 0.430315 -1.576929 -1.739896 1.023 -0.394 -0.282 0.21
H 1.821334 -0.436338 -2.211089 0.162 -0.097 0.557 0.19
O 0.982401 -3.587784 1.961661 -0.795 0.210 -0.735 -0.95
H 1.635429 -3.852502 2.597793 0.250 -0.477 0.387 0.47
H 0.395521 -4.337338 1.766624 0.547 0.306 0.337 0.48
```
Positions in Å, forces in eV/Å.

Calculated values
* SMILES string: C=CC(=C)NC.O

=====

(5)
Density functional theory data (ωB97M-V with the def2-TZVPD basis set) for a single C5H11NO molecule.

The geometry in XYZ format:
```
18
Properties=species:S:1:pos:R:3:forces:R:3:nbo_charge:R:1
C -2.214625 0.511741 -1.037047 -0.609 0.757 -0.360 -0.62
C -1.094684 -0.484801 -0.856235 -0.059 0.221 0.551 -0.22
N 0.152683 -0.031348 -0.201980 -0.743 -0.071 -0.269 -0.45
C 1.203349 0.505563 -0.890725 0.197 -1.930 -0.607 0.53
O 2.363917 0.321508 -0.579816 0.158 0.909 0.277 -0.61
C 0.412690 -0.715168 1.071599 1.741 1.873 -0.562 -0.25
C -0.320061 -0.018704 2.242311 -0.493 -1.513 0.271 -0.63
H -3.142511 0.012605 -1.273953 -0.237 -0.683 -0.155 0.21
H -2.503297 1.101998 -0.164612 0.613 0.115 0.042 0.21
H -2.075676 1.151430 -1.914064 0.309 0.268 0.348 0.21
H -0.917679 -0.936384 -1.835164 0.315 -0.177 0.140 0.20
H -1.451410 -1.251764 -0.162045 -0.027 -0.127 -0.429 0.20
H 0.974042 0.913295 -1.890057 -0.434 0.318 0.284 0.12
H 1.477738 -0.534121 1.227429 0.001 0.044 0.082 0.24
H 0.434104 -1.788762 0.891181 -1.010 -0.189 0.535 0.20
H -0.996054 -0.740167 2.720404 0.045 0.260 0.120 0.21
H -0.927563 0.851159 1.981473 0.296 -0.168 -0.369 0.22
H 0.415059 0.280264 2.984114 -0.062 0.094 0.101 0.22
```
Positions in Å, forces in eV/Å.

Calculated values
* SMILES string: CCN(C=O)CC

=====

(6)
Density functional theory data (ωB97M-V with the def2-TZVPD basis set) for a single C5H11NO molecule.

The geometry in XYZ format:
```
18
Properties=species:S:1:pos:R:3:forces:R:3:nbo_charge:R:1
C -2.455474 -0.784496 -1.243242 -0.175 -0.021 0.009 -0.43
N -1.048455 -0.520714 -1.041328 0.116 -0.004 0.039 -0.62
C -0.543776 -0.155834 0.170655 -0.068 0.018 0.076 0.68
O -1.248065 0.009009 1.155632 0.227 -0.033 -0.287 -0.64
C 0.966907 0.069694 0.199027 0.039 -0.028 -0.010 -0.30
C 1.251180 1.562640 -0.007822 -0.024 0.074 -0.003 -0.60
C 1.535754 -0.424813 1.526444 0.017 -0.024 0.065 -0.60
H -2.616418 -1.818749 -1.566935 -0.010 0.170 0.010 0.19
H -2.891333 -0.098599 -1.977941 0.063 -0.124 0.085 0.19
H -2.952694 -0.634530 -0.284165 0.035 -0.020 -0.131 0.24
H -0.410964 -0.651492 -1.810194 -0.051 0.011 0.145 0.39
H 1.424723 -0.494239 -0.626595 -0.081 0.079 0.111 0.19
H 0.783726 2.144087 0.793781 0.062 -0.069 -0.103 0.22
H 0.855231 1.919880 -0.965427 0.062 -0.046 0.147 0.21
H 2.329578 1.755591 0.011047 -0.166 -0.047 -0.003 0.21
H 2.608519 -0.212822 1.590559 -0.153 -0.027 -0.031 0.20
H 1.024758 0.077446 2.352471 0.084 -0.063 -0.097 0.23
H 1.387733 -1.503065 1.648670 0.021 0.155 -0.022 0.21
```
Positions in Å, forces in eV/Å.

Calculated values
* SMILES string: CNC(=O)C(C)C

=====

(7)
Density functional theory data (ωB97M-V with the def2-TZVPD basis set) for a single C5H11NO molecule.

The geometry in XYZ format:
```
18
Properties=species:S:1:pos:R:3:forces:R:3:nbo_charge:R:1
C 1.385699 -0.163038 -1.647903 0.120 0.181 0.327 -0.66
C 1.375364 -0.723176 -0.199536 0.190 -0.061 0.261 0.01
C 1.107924 0.005683 1.279548 0.394 0.156 -0.326 -0.27
N 0.189763 -0.698147 0.509060 -0.173 -0.448 0.140 -0.45
C -1.205606 -0.654901 0.240478 -0.261 -0.031 -0.048 -0.23
C -1.786589 0.744271 0.083301 -0.122 -0.149 -0.363 -0.08
O -1.736345 1.471687 1.292325 0.242 0.064 0.139 -0.72
H 0.414586 -0.353798 -2.141780 0.272 0.000 0.442 0.21
H 2.133888 -0.659954 -2.282598 -0.049 0.154 0.425 0.22
H 1.554908 0.914963 -1.715205 0.021 -0.031 0.125 0.22
H 2.041542 -1.573292 -0.058017 -0.354 -0.252 -0.108 0.18
H 1.355092 1.067250 1.198384 -0.634 0.186 -0.246 0.16
H 1.177607 -0.366134 2.328281 0.868 -0.008 -0.792 0.19
H -1.377067 -1.260949 -0.655182 -0.133 0.107 0.051 0.21
H -1.699755 -1.147524 1.087934 -0.231 0.067 -0.177 0.20
H -1.268565 1.278508 -0.730431 -0.061 -0.058 0.149 0.15
H -2.844014 0.664726 -0.184935 0.086 0.047 0.003 0.18
H -0.818437 1.453827 1.596271 -0.177 0.077 -0.002 0.47
```
Positions in Å, forces in eV/Å.

Calculated values
* SMILES string: C[C@H]1CN1CCO

=====

For reference, strongest force on any atom by record: 4.7, 1.6, 1.6, 3.3, 2.6, 0.4, 1.2 eV/A.
For reference, LUMO by record: 0.7457, 0.9273, 0.7875, 0.7425, 0.9213, 0.8934, 0.9896 eV.
For reference, gap between HOMO and LUMO by record: 8.2575, 9.4648, 8.3943, 8.3780, 10.1900, 10.5323, 9.4394 eV.